18
Properties=species:S:1:pos:R:3:forces:R:3:nbo_charge:R:1 method="wB97M-V/def2-TZVPD" energy_ev=-27810.4903 charge=0 de_lowest_kcal_mol=34.5 homo_lumo_gap_ev="6.301 / 6.308"
C -0.531680 1.260881 0.843266 -0.48 0.22 -0.47 -0.201
C -0.815493 1.327047 -0.474689 -0.10 -0.10 0.47 -0.197
C 0.691831 0.706086 1.337803 0.62 -0.48 -0.27 -0.213
C 0.071736 0.721187 -1.456108 0.32 0.73 -0.39 -0.151
C 1.615381 0.160178 0.509161 -0.12 0.16 0.91 -0.243
C 1.300994 0.102111 -0.878915 -1.00 -0.04 -0.89 0.402
C -0.317918 -1.781297 -0.824055 -0.26 -0.46 0.32 -0.428
N 0.371195 -0.721523 -1.497622 2.13 0.88 0.07 -0.342
S 3.729135 1.450563 -1.454123 -1.19 -1.18 0.08 -0.460
I 2.629614 3.244789 -2.471709 -0.16 0.25 -0.11 0.021
H -1.207362 1.699507 1.561981 -0.09 0.09 0.02 0.223
H -1.670732 1.877931 -0.838190 -0.06 0.06 0.05 0.225
H 0.871660 0.741397 2.401760 0.13 -0.04 0.07 0.228
H 0.092730 1.163883 -2.446504 0.08 -0.04 0.04 0.244
H 2.553705 -0.225191 0.863338 0.14 -0.04 0.11 0.248
H 0.327567 -2.658806 -0.825113 -0.03 -0.01 -0.01 0.225
H -1.223262 -2.006263 -1.387466 0.05 -0.04 0.06 0.218
H -0.578611 -1.539469 0.212088 0.04 0.04 -0.06 0.201

54
Properties=species:S:1:pos:R:3:forces:R:3:mulliken_spin:R:1 method="wB97M-V/def2-TZVPD" energy_ev=-68213.0585 multiplicity=5 charge=+2 de_lowest_kcal_mol=2.7 s_squared=6.028 homo_lumo_gap_ev="7.384 / 5.705"
Ru 0.379616 -0.541662 0.625523 0.48 0.51 0.13 2.862
S 2.296686 0.084476 -0.787476 -0.12 -0.13 -0.06 0.484
P 3.409373 -0.352609 0.868490 -0.10 -0.04 -0.10 0.027
S 1.974414 -0.898170 2.282169 -0.21 -0.01 -0.05 0.372
C 4.352799 1.000475 1.493530 0.17 0.10 0.08 0.011
C 5.684381 1.109404 1.077826 -0.01 0.00 0.02 -0.004
C 6.436699 2.190272 1.502163 -0.01 0.02 0.02 0.003
C 5.869125 3.143658 2.338069 0.04 0.02 0.00 0.002
C 4.547665 3.031810 2.753105 -0.04 -0.05 -0.02 0.005
C 3.779985 1.960485 2.330441 0.00 0.08 -0.05 -0.003
C 4.448250 -1.764973 0.569864 0.13 -0.11 -0.04 0.023
C 4.984981 -2.435898 1.674448 0.04 0.00 0.03 -0.004
C 5.856059 -3.492420 1.472247 -0.01 0.01 -0.01 0.000
C 6.200596 -3.868115 0.177498 0.00 -0.01 0.00 0.003
C 5.674188 -3.196151 -0.916979 -0.02 -0.01 0.01 0.007
C 4.791355 -2.142314 -0.728131 -0.03 -0.07 -0.01 0.005
H 6.132078 0.359969 0.436740 -0.02 0.00 0.01 -0.003
H 7.466636 2.285415 1.186246 -0.01 0.00 0.01 0.000
H 6.465674 3.981781 2.673099 -0.01 0.00 0.00 0.000
H 4.116738 3.779278 3.405123 0.01 -0.01 0.00 0.000
H 2.747384 1.880000 2.646003 0.00 -0.02 0.00 -0.015
H 4.741360 -2.127432 2.685415 -0.01 0.00 -0.01 -0.003
H 6.275020 -4.016416 2.320901 -0.01 0.01 -0.01 0.000
H 6.888238 -4.689517 0.022723 -0.01 0.02 0.01 0.000
H 5.950463 -3.492096 -1.919862 0.00 0.01 0.00 0.000
H 4.377795 -1.625892 -1.585101 0.00 0.02 0.02 -0.015
O -0.666219 0.610746 2.577768 -0.16 0.05 0.29 0.106
N -0.293033 1.662921 2.104142 0.20 -0.32 -0.35 -0.016
O 0.366652 1.474845 1.003772 -0.17 0.13 0.22 0.004
N 1.107155 -3.507219 0.538076 -0.05 0.15 -0.02 0.016
C 0.742785 -4.701059 0.073227 0.06 -0.09 -0.08 0.044
C -0.452242 -4.540787 -0.607113 -0.02 -0.10 0.05 0.005
C -0.756692 -3.197017 -0.490328 0.16 0.16 -0.02 0.017
N 0.204933 -2.558029 0.206689 -0.19 -0.17 -0.02 -0.036
H 1.926989 -3.254856 1.070097 0.03 -0.03 0.04 -0.003
H 1.350449 -5.574086 0.251585 -0.03 0.02 -0.01 0.002
H -1.022693 -5.301612 -1.110432 0.01 0.01 0.02 0.000
H -1.593904 -2.645753 -0.880544 0.00 0.00 0.01 -0.005
N -1.554697 -0.283003 0.018098 -0.20 -0.31 0.00 0.004
C -2.591241 0.222742 0.225017 0.21 0.22 -0.08 0.059
N -3.703320 0.811352 0.423329 -0.29 -0.07 -0.02 0.034
C -4.701660 0.299266 1.414876 0.25 0.14 -0.11 0.003
C -5.919540 -0.174968 0.647785 -0.15 -0.01 -0.08 0.002
O -6.419623 0.854056 -0.179942 0.11 0.00 0.02 0.001
C -5.490741 1.238202 -1.172938 -0.15 -0.06 -0.01 0.002
C -4.245413 1.823500 -0.538769 0.19 -0.05 0.24 0.003
H -4.948073 1.140754 2.060829 -0.02 0.01 0.01 0.002
H -4.239588 -0.485691 2.009884 -0.01 -0.04 -0.02 -0.001
H -6.711083 -0.439050 1.346067 -0.01 -0.01 0.00 0.000
H -5.672013 -1.060093 0.047394 0.01 -0.01 0.01 0.000
H -5.973589 1.990806 -1.792790 -0.01 0.01 0.00 0.000
H -5.229115 0.379699 -1.804864 0.01 0.00 0.00 0.000
H -4.485008 2.706429 0.052145 -0.02 0.03 -0.01 0.001
H -3.474756 2.072037 -1.265394 -0.01 -0.03 -0.02 0.000

4
Properties=species:S:1:pos:R:3:forces:R:3:mulliken_spin:R:1 method="wB97M-V/def2-TZVPD" energy_ev=-42323.0575 multiplicity=4 charge=+2 s_squared=3.879 homo_lumo_gap_ev="7.021 / 6.471"
F -1.622981 -0.072690 1.270777 0.63 -0.78 -2.31 -0.002
P -1.335175 -0.717728 -0.176780 -0.57 0.67 2.21 -0.029
F 2.058800 -0.234445 0.029058 -2.38 2.43 -2.30 -0.006
Er 0.899357 1.024863 -1.123055 2.32 -2.32 2.40 3.036

49
Properties=species:S:1:pos:R:3:forces:R:3:mulliken_spin:R:1 method="wB97M-V/def2-TZVPD" energy_ev=-82056.3717 multiplicity=5 charge=+2 s_squared=6.022 homo_lumo_gap_ev="6.786 / 6.843"
Cr 1.565835 1.295784 0.446221 0.02 -0.29 -0.03 4.136
N 0.627856 1.422069 2.349037 0.05 0.02 0.04 0.000
C -0.109649 0.228524 2.770819 0.00 0.01 0.02 -0.081
C -0.217705 -0.092040 4.111414 -0.02 -0.02 -0.01 0.002
C -0.934436 -1.223058 4.480223 0.01 0.01 0.01 0.003
C -1.542379 -2.013737 3.515877 -0.01 -0.01 -0.01 -0.001
C -1.431554 -1.682583 2.173820 -0.01 -0.02 -0.01 0.005
C -0.708371 -0.557326 1.789946 -0.02 -0.05 0.03 -0.008
P -0.450468 -0.061297 0.071173 0.03 0.29 0.01 -0.077
C -0.629541 -1.523237 -0.952380 -0.06 -0.08 -0.03 -0.067
C -1.811265 -1.793731 -1.638991 0.02 0.03 0.00 -0.004
C -1.927293 -2.966820 -2.370292 0.02 -0.03 -0.01 0.002
C -0.874291 -3.869623 -2.408668 -0.02 -0.01 -0.01 -0.002
C 0.303555 -3.605118 -1.720222 0.00 0.02 0.01 0.006
C 0.429648 -2.430137 -0.998357 0.01 -0.01 0.00 0.022
C -1.782808 1.100196 -0.329722 -0.02 -0.05 0.01 -0.016
C -2.751848 1.460271 0.602059 -0.03 0.00 0.01 -0.001
C -3.686160 2.439909 0.286376 0.01 0.00 0.00 0.004
C -3.661140 3.050923 -0.959047 0.00 0.01 0.01 0.003
C -2.702154 2.683195 -1.897161 -0.02 -0.01 -0.02 0.008
C -1.761178 1.718862 -1.581809 0.01 0.00 -0.02 0.009
H -0.010654 2.220403 2.334089 -0.01 0.00 0.01 0.007
H 1.327305 1.645270 3.055997 -0.02 0.01 0.02 -0.006
H 0.249614 0.529357 4.866039 0.00 0.00 0.00 0.000
H -1.017493 -1.485162 5.526099 0.00 0.01 0.00 0.000
H -2.097562 -2.893922 3.809322 0.00 0.00 0.00 0.000
H -1.893624 -2.308778 1.420621 0.00 0.01 -0.01 -0.001
H -2.637000 -1.094077 -1.605520 0.00 0.00 0.01 0.001
H -2.843172 -3.179322 -2.904678 0.00 0.00 0.00 0.000
H -0.972101 -4.786386 -2.974514 0.00 0.00 0.00 0.000
H 1.116461 -4.318423 -1.744068 0.00 0.00 0.00 0.000
H 1.344016 -2.227199 -0.449764 0.00 0.00 0.00 0.017
H -2.794475 0.976833 1.570763 0.02 -0.01 -0.01 0.001
H -4.443585 2.711013 1.009923 0.00 0.00 0.00 0.000
H -4.397151 3.804627 -1.205962 0.00 0.00 0.00 0.000
H -2.691379 3.149589 -2.873256 0.00 0.00 0.00 0.000
H -1.012225 1.442163 -2.316604 0.01 -0.01 0.01 -0.008
N 4.774832 0.327289 -2.738618 0.02 -0.04 -0.02 0.001
C 4.981638 0.110249 -1.263214 -0.07 0.01 -0.11 -0.003
C 3.736747 0.588891 -0.530504 0.14 0.00 0.25 -0.003
O 3.713646 0.577976 0.707883 -0.06 0.08 -0.20 0.017
O 2.750737 0.973080 -1.239926 -0.06 -0.07 -0.08 0.009
H 5.272436 1.149989 -3.081658 0.01 0.01 0.01 0.000
H 3.763974 0.492847 -2.877002 -0.01 0.02 0.04 0.000
H 5.073100 -0.471941 -3.298789 0.01 0.00 -0.01 0.000
H 5.865739 0.648167 -0.932621 -0.01 0.00 0.04 0.000
H 5.125479 -0.951978 -1.078535 0.01 0.00 0.02 0.001
I 2.172482 4.104672 0.574835 0.31 0.11 0.03 0.009
I -0.402429 4.683724 0.499329 -0.28 0.04 0.00 0.015